(1)
The following is a quantum chemistry calculation of one molecule with the formula C20H30N2O5S, from the Open Molecules 2025 dataset.

Cartesian coordinates (Å):
1 C 1.865 3.112 4.138
2 C 2.430 2.174 5.199
3 C 2.281 0.701 4.818
4 C 3.183 0.304 3.651
5 C 3.115 -1.189 3.315
6 C 4.326 -1.623 2.473
7 C 5.578 -1.842 3.315
8 C 1.803 -1.545 2.597
9 N 1.612 -0.886 1.323
10 S 0.758 0.549 1.246
11 O 1.635 1.619 0.849
12 O -0.016 0.688 2.444
13 C -0.336 0.185 -0.114
14 C -1.345 -0.737 0.080
15 C -2.205 -1.071 -0.956
16 C -2.018 -0.449 -2.182
17 C -0.999 0.491 -2.367
18 C -0.147 0.813 -1.335
19 C -1.048 1.031 -3.765
20 C -2.133 0.173 -4.436
21 N -2.748 -0.610 -3.361
22 C -3.820 -1.438 -3.513
23 O -4.234 -2.150 -2.622
24 C -4.511 -1.376 -4.865
25 C -5.496 -0.195 -4.903
26 C -5.453 0.530 -6.227
27 O -4.468 0.683 -6.899
28 O -6.645 1.020 -6.566
29 H 1.885 4.141 4.491
30 H 2.435 3.054 3.215
31 H 0.838 2.838 3.908
32 H 1.898 2.344 6.139
33 H 3.485 2.404 5.372
34 H 1.239 0.519 4.553
35 H 2.528 0.081 5.685
36 H 4.213 0.566 3.905
37 H 2.902 0.878 2.767
38 H 3.125 -1.765 4.249
39 H 4.088 -2.557 1.956
40 H 4.534 -0.864 1.716
41 H 5.409 -2.626 4.050
42 H 6.412 -2.138 2.684
43 H 5.858 -0.934 3.844
44 H 1.760 -2.628 2.426
45 H 0.947 -1.256 3.207
46 H 2.451 -0.830 0.767
47 H -1.454 -1.185 1.054
48 H -2.996 -1.788 -0.819
49 H 0.645 1.536 -1.440
50 H -0.086 0.940 -4.269
51 H -1.319 2.088 -3.755
52 H -1.689 -0.508 -5.169
53 H -2.874 0.786 -4.950
54 H -3.789 -1.274 -5.676
55 H -5.055 -2.311 -4.996
56 H -5.236 0.543 -4.138
57 H -6.518 -0.515 -4.705
58 H -6.598 1.504 -7.407

Computed properties:
- frontier orbital gap (eV) = 8.93
- SMILES = CCCC[C@H](CC)CNS(=O)(=O)c1ccc2c(c1)CCN2C(=O)CCC(=O)O
- spin multiplicity = 1

***

(2)
The following is a quantum chemistry calculation of one molecule with the formula C7H8, from the Open Molecules 2025 dataset.

Cartesian coordinates (Å):
1 C -0.961 -1.413 -2.407
2 C -0.591 -0.739 -1.476
3 C 0.147 0.044 -0.491
4 C 1.608 -0.406 -0.476
5 C -0.155 1.498 -0.224
6 C -0.396 0.715 0.787
7 C -0.912 0.414 2.123
8 H -1.391 -2.010 -3.159
9 H 1.689 -1.432 -0.120
10 H 2.197 0.238 0.174
11 H 2.030 -0.362 -1.480
12 H -0.108 2.476 -0.637
13 H -1.037 1.326 2.706
14 H -0.241 -0.263 2.650
15 H -1.878 -0.085 2.031

Computed properties:
- frontier orbital gap (eV) = 10.08
- SMILES = C#C[C@@]1(C)C=C1C
- spin multiplicity = 1

***

(3)
The following is a quantum chemistry calculation of C35H48BCdN10S4 as an isolated structure, from the Open Molecules 2025 dataset.

Cartesian coordinates (Å):
1 Cd -1.090 -1.485 -3.589
2 C 0.862 4.210 -1.778
3 C 1.197 3.121 -0.815
4 C 1.959 3.323 0.293
5 C 2.259 2.255 1.178
6 N 1.780 1.063 0.961
7 N 1.006 0.875 -0.113
8 B 0.451 -0.528 -0.281
9 N -1.091 -0.522 0.045
10 N -1.274 0.424 0.973
11 C -2.453 0.624 1.490
12 C -3.550 -0.159 1.074
13 C -3.366 -1.158 0.166
14 C -4.492 -2.049 -0.252
15 C -2.054 -1.360 -0.364
16 S -1.737 -2.688 -1.414
17 C -2.510 1.702 2.563
18 C -3.948 1.995 2.986
19 C -1.708 1.196 3.769
20 C -1.864 2.981 2.019
21 N 1.111 -1.648 0.587
22 N 1.015 -1.981 1.855
23 C 1.624 -3.097 2.200
24 C 2.311 -3.887 1.241
25 C 2.373 -3.537 -0.084
26 C 3.036 -4.327 -1.162
27 C 1.715 -2.333 -0.376
28 S 1.387 -1.372 -1.788
29 C 1.509 -3.470 3.673
30 C 0.025 -3.689 3.997
31 C 2.292 -4.739 4.005
32 C 2.051 -2.307 4.513
33 C 0.703 1.796 -1.050
34 S -0.207 1.363 -2.416
35 C 3.145 2.392 2.411
36 C 4.433 1.597 2.160
37 C 3.498 3.852 2.693
38 C 2.408 1.807 3.620
39 H 1.243 5.168 -1.429
40 H -0.218 4.273 -1.915
41 H 1.285 3.989 -2.759
42 H 2.335 4.314 0.503
43 H -4.534 0.020 1.483
44 H -5.438 -1.671 0.131
45 H -4.335 -3.061 0.125
46 H -4.543 -2.141 -1.338
47 H -4.424 1.129 3.448
48 H -4.561 2.323 2.144
49 H -3.948 2.798 3.724
50 H -2.131 0.270 4.164
51 H -1.725 1.942 4.565
52 H -0.671 1.006 3.488
53 H -2.410 3.360 1.153
54 H -0.832 2.799 1.721
55 H -1.872 3.751 2.791
56 H 2.784 -4.804 1.562
57 H 3.470 -5.243 -0.769
58 H 3.823 -3.737 -1.634
59 H 2.313 -4.577 -1.941
60 H -0.380 -4.532 3.436
61 H -0.557 -2.800 3.757
62 H -0.090 -3.902 5.060
63 H 1.911 -5.609 3.469
64 H 2.196 -4.948 5.071
65 H 3.357 -4.631 3.789
66 H 1.506 -1.388 4.301
67 H 3.109 -2.133 4.311
68 H 1.941 -2.539 5.572
69 H 4.976 1.985 1.297
70 H 4.205 0.546 1.978
71 H 5.086 1.665 3.031
72 H 4.082 4.296 1.886
73 H 4.102 3.906 3.598
74 H 2.607 4.461 2.855
75 H 2.138 0.767 3.445
76 H 1.495 2.367 3.831
77 H 3.049 1.860 4.501
78 C -0.934 1.306 -7.178
79 C -1.188 0.587 -5.894
80 N -0.502 -0.410 -5.480
81 N 0.532 -0.874 -6.223
82 C 0.904 -2.105 -5.931
83 N 2.001 -2.534 -6.592
84 S 0.172 -3.266 -4.852
85 C -2.308 1.019 -5.012
86 C -2.943 2.239 -5.219
87 C -3.977 2.617 -4.380
88 C -4.360 1.767 -3.356
89 C -3.682 0.570 -3.217
90 N -2.692 0.199 -4.022
91 H -0.249 0.727 -7.788
92 H -0.480 2.282 -6.988
93 H -1.864 1.469 -7.723
94 H 2.383 -1.941 -7.309
95 H 2.239 -3.509 -6.573
96 H -2.622 2.886 -6.021
97 H -4.476 3.565 -4.526
98 H -5.164 2.019 -2.680
99 H -3.941 -0.128 -2.432

Computed properties:
- frontier orbital gap (eV) = 7.18
- total charge = +1
- spin multiplicity = 1

***

(4)
The following is a quantum chemistry calculation of C46H47BCl2N7O6P2STl as an isolated structure, from the Open Molecules 2025 dataset.

Cartesian coordinates (Å):
1 Tl 0.049 1.550 -0.180
2 C -0.654 -0.016 3.733
3 C -1.751 0.805 3.159
4 C -2.928 1.139 3.846
5 C -3.657 1.902 2.966
6 C -4.992 2.539 3.182
7 N -2.941 1.997 1.829
8 N -1.769 1.321 1.931
9 B -3.301 2.867 0.615
10 N -2.272 4.014 0.508
11 N -0.954 3.820 0.253
12 C -0.354 5.000 0.323
13 C 1.088 5.212 0.015
14 C -1.303 5.986 0.642
15 C -2.504 5.321 0.750
16 C -3.847 5.894 1.071
17 N -3.384 2.020 -0.665
18 N -2.321 1.381 -1.205
19 C -2.747 0.727 -2.274
20 C -1.841 -0.048 -3.174
21 C -4.131 0.938 -2.430
22 C -4.495 1.763 -1.388
23 C -5.856 2.288 -1.058
24 H -0.870 -0.219 4.784
25 H -0.578 -0.959 3.195
26 H 0.299 0.502 3.646
27 H -3.197 0.861 4.853
28 H -5.366 2.246 4.163
29 H -4.930 3.628 3.151
30 H -5.717 2.229 2.428
31 H -4.382 3.345 0.808
32 H 1.651 4.284 0.059
33 H 1.190 5.624 -0.992
34 H 1.526 5.917 0.723
35 H -1.130 7.043 0.765
36 H -3.768 6.980 1.117
37 H -4.586 5.627 0.315
38 H -4.216 5.537 2.034
39 H -0.904 -0.273 -2.672
40 H -2.319 -0.983 -3.475
41 H -1.623 0.532 -4.074
42 H -4.772 0.538 -3.200
43 H -6.567 1.906 -1.791
44 H -6.175 1.970 -0.065
45 H -5.885 3.378 -1.083
46 O 2.991 0.675 1.890
47 S 2.523 2.157 1.619
48 O 3.481 2.974 2.333
49 O 1.136 2.311 2.087
50 O 2.560 2.346 0.162
51 O 0.825 -0.201 1.152
52 P 2.156 -0.877 1.407
53 C 1.243 -2.634 1.136
54 P 0.231 -2.736 -0.346
55 O -0.407 -1.541 -0.948
56 C -1.099 -3.940 0.051
57 C -2.385 -3.561 -0.330
58 C -3.468 -4.394 -0.082
59 C -3.277 -5.615 0.551
60 C -2.002 -5.991 0.952
61 C -0.921 -5.155 0.709
62 C 1.306 -3.548 -1.573
63 C 1.803 -4.845 -1.463
64 C 2.644 -5.356 -2.439
65 C 3.007 -4.567 -3.524
66 C 2.524 -3.272 -3.633
67 C 1.669 -2.764 -2.664
68 C 3.474 -1.221 0.177
69 C 4.109 -2.464 0.178
70 C 5.182 -2.715 -0.662
71 C 5.645 -1.717 -1.509
72 C 5.023 -0.478 -1.510
73 C 3.941 -0.227 -0.677
74 C 2.832 -1.487 3.029
75 C 2.048 -2.048 4.030
76 C 2.602 -2.440 5.244
77 C 3.961 -2.298 5.468
78 C 4.761 -1.755 4.470
79 C 4.201 -1.343 3.273
80 H 0.525 -2.671 1.958
81 H 1.834 -3.553 1.171
82 H -2.511 -2.600 -0.813
83 H -4.462 -4.086 -0.383
84 H -4.119 -6.271 0.738
85 H -1.851 -6.934 1.464
86 H 0.063 -5.448 1.055
87 H 1.534 -5.464 -0.616
88 H 3.023 -6.368 -2.351
89 H 3.676 -4.962 -4.280
90 H 2.820 -2.642 -4.462
91 H 1.289 -1.750 -2.723
92 H 3.785 -3.239 0.857
93 H 5.661 -3.687 -0.648
94 H 6.486 -1.907 -2.167
95 H 5.378 0.307 -2.167
96 H 3.445 0.737 -0.699
97 H 0.987 -2.176 3.880
98 H 1.961 -2.856 6.013
99 H 4.395 -2.596 6.416
100 H 5.825 -1.638 4.634
101 H 4.824 -0.884 2.517
102 Cl -0.888 3.553 -2.623
103 C 0.065 2.601 -3.727
104 C -0.062 2.914 -5.064
105 C 0.692 2.277 -6.040
106 C 1.628 1.345 -5.600
107 C 1.757 1.043 -4.267
108 Cl 3.016 -0.088 -3.836
109 C 0.927 1.568 -3.193
110 N 1.066 1.027 -2.007
111 H -0.768 3.690 -5.336
112 H 0.575 2.508 -7.091
113 H 2.287 0.846 -6.301

Computed properties:
- frontier orbital gap (eV) = 5.37
- total charge = -2
- spin multiplicity = 1

***

HOMO level? In order: -8.508, -9.110, -10.007, -1.360 eV.
E_LUMO? In order: 0.418, 0.965, -2.828, 4.009 eV.
Energy relative to the best compared isomer or geometry (same formula, charge and spin)? In order: 67.6, 415.4, 0.0, 116.0 kJ/mol.